One molecule with the formula C14H18BClN2O5S in a non-equilibrium geometry, computed with ωB97M-V with the def2-TZVPD basis set.

Values from the calculation:
- structure (SMILES) = CN(C)B(O)c1cccc2c1C(=O)N(CCCCS(=O)(=O)Cl)C2=O
- Kohn-Sham gap (eV) = 8.78
- electronic energy (eV) = -52061.069

Geometry as XYZ:
```
42
Properties=species:S:1:pos:R:3:forces:R:3
Cl -2.43566 -2.72269 -3.24488 -0.1 0.1 0.9
S -2.08035 -3.38677 -1.31175 2.1 -2.8 1.0
O -3.08904 3.15211 0.08650 0.0 -0.6 0.3
O -0.63576 -3.41826 -1.09880 -1.5 1.3 -0.4
O 2.61602 0.30197 -2.50930 -1.4 -0.7 1.2
O -0.72152 -0.39851 -1.31908 -0.7 -0.1 0.7
O -2.62854 -4.73350 -1.20531 -0.7 1.9 -0.2
N 2.52847 -0.55927 -0.10098 1.2 -0.5 -1.4
N -2.05618 1.01357 0.09202 -0.6 -0.3 -0.6
C 0.09234 1.73789 -0.48658 0.7 2.7 0.5
C 1.45474 4.26718 0.02016 -1.0 -1.8 -0.2
C -0.92386 0.57958 -0.65172 2.3 2.2 0.5
C -1.61952 -0.90187 1.78191 0.0 -0.5 0.6
C 2.83397 -1.90529 -0.65037 -0.6 -0.7 -0.1
C -2.91532 -2.22126 -0.14149 -1.1 0.0 -0.1
C 1.52174 1.79310 -0.67528 -0.2 1.4 0.2
C -2.11296 2.46479 0.05042 2.0 0.8 0.3
C -0.00210 4.20384 0.23826 1.2 -1.9 -1.0
C 3.53260 -0.10095 0.90592 -1.0 1.4 0.5
C 2.19801 3.07749 -0.43099 -2.4 0.4 0.5
C -2.38408 0.40655 1.39533 -1.3 -0.8 0.8
C -2.25400 -2.25411 1.28287 0.8 -0.6 -0.5
C -0.63330 2.93929 -0.04403 1.1 -1.2 -0.5
B 2.28474 0.43816 -1.14111 -0.3 0.4 0.3
H -2.99583 -2.70189 1.99712 0.6 0.8 -0.6
H -0.60270 5.06564 0.59124 0.6 -0.7 -0.3
H 1.98524 5.22773 0.22330 -0.5 -1.0 -0.2
H 3.30281 -2.54133 0.14242 -0.4 0.5 -0.8
H 2.98425 0.18818 1.84857 0.7 -0.4 -0.7
H -3.96522 -2.61498 -0.04335 1.0 0.3 -0.5
H -1.41048 -3.00208 1.23432 -0.8 0.7 0.2
H -2.26139 1.15168 2.23072 0.1 -0.5 -1.0
H 3.98518 0.85811 0.52340 0.1 -1.1 0.7
H -1.64633 -0.95287 2.90918 0.0 0.1 -1.1
H 3.48192 -1.89340 -1.56885 -0.3 0.1 0.9
H -2.96406 -1.22769 -0.64301 0.3 -0.8 0.4
H 2.08955 -0.46460 -2.81897 0.7 0.3 -0.2
H -3.48680 0.15692 1.38381 1.0 0.2 0.1
H 4.30535 -0.86769 1.14701 -0.6 0.6 -0.4
H -0.52791 -0.91992 1.52549 -1.0 0.4 0.0
H 1.85827 -2.38815 -0.94657 1.0 0.3 0.3
H 3.29766 3.15329 -0.57753 -1.0 0.0 0.1
```
Positions in Å, forces in eV/Å.



C47H41N2O5P2SSn as an isolated structure, computed with ωB97M-V with the def2-TZVPD basis set.

Values from the calculation:
- Kohn-Sham gap (eV) = 4.31
- electronic energy (eV) = -97860.495
- ΔE to the lowest compared entry with this formula, charge and spin (kJ/mol) = 134.3
- charge = +1

Geometry as XYZ:
```
99
Properties=species:S:1:pos:R:3:forces:R:3
Sn 0.66578 0.16241 0.62754 0.4 0.2 0.3
S -2.66384 0.26296 -1.32559 0.1 0.1 0.1
P 1.09674 -2.11383 -1.10022 0.3 0.0 0.2
P 1.44998 2.48204 -0.55194 0.2 -0.1 -0.1
O -2.07506 -1.77741 1.68483 0.0 -0.1 0.1
O -3.08612 -1.09532 -1.08071 0.0 -0.1 -0.1
O -2.33798 0.60774 -2.67786 0.0 0.0 0.0
O -1.10947 1.80264 1.62349 -0.3 0.0 -0.2
O -1.79599 -3.64866 2.84196 0.2 -0.2 -0.1
N 2.83787 0.08154 -0.12755 -0.3 -0.3 0.0
N -1.45350 0.65810 -0.29701 0.2 0.0 -0.2
C -2.10092 -2.31716 2.76381 0.0 0.2 -0.2
C 3.28001 2.49227 -0.33566 -0.1 0.0 -0.1
C -4.44356 -0.66066 2.80636 0.0 0.0 0.0
C 3.75607 1.06734 -0.33311 0.0 0.0 0.3
C 1.76950 -3.79914 -5.30590 0.0 0.0 0.0
C 0.25280 6.81874 0.34333 0.0 0.0 0.0
C 1.30159 -2.50734 -5.12707 0.0 0.0 0.0
C -3.44380 0.51819 7.58080 0.0 0.0 0.0
C -1.67176 -1.83775 5.18664 -0.1 0.0 0.1
C -3.87440 -0.12131 5.18423 0.0 0.0 0.0
C -5.11852 1.68964 -1.00552 0.0 0.0 0.0
C 2.04168 1.44445 -4.46782 0.0 0.0 0.0
C -5.81870 2.61795 -0.24104 0.0 0.0 0.0
C 1.23812 2.24400 -2.34160 0.1 0.0 0.0
C 0.30087 4.50110 0.98092 0.0 -0.1 0.1
C -5.23660 3.21939 0.87163 0.0 0.0 0.0
C -3.10499 -0.24570 6.33403 0.0 0.0 0.0
C -0.25745 -3.53147 0.95413 -0.1 0.1 0.0
C -0.02808 5.81978 1.26196 0.0 0.0 0.0
C -2.01103 -1.10532 6.31374 0.0 0.0 0.0
C 4.99233 0.50747 -0.58339 -0.1 0.1 -0.1
C -0.10664 2.50974 -4.32164 0.0 0.0 0.0
C 1.19961 5.19055 -1.14770 0.0 0.0 0.0
C -2.46100 -1.67700 4.03906 0.0 0.1 0.0
C -3.56456 -0.81108 4.02168 0.0 0.0 0.0
C -1.34945 -3.40498 -1.14662 0.0 0.0 0.0
C 4.81286 -0.89695 -0.55920 -0.1 -0.2 0.1
C -0.45962 -2.73024 5.23188 0.0 0.0 0.0
C -2.54376 -3.94884 -0.64912 -0.1 -0.2 0.0
C 1.09752 -2.01550 -3.84493 0.0 0.0 0.0
C 0.07263 2.68695 -2.95957 -0.1 -0.1 0.0
C -1.85192 1.49747 0.68172 0.1 0.1 0.2
C -3.82812 1.40069 -0.61503 0.0 -0.1 0.0
C -3.93692 2.91136 1.25239 0.0 0.0 0.0
C 0.91172 4.18058 -0.22751 0.0 0.0 0.0
C 2.21914 1.60353 -3.10229 0.0 0.1 0.0
C 2.67197 -2.38902 -0.14463 -0.1 0.2 0.0
C 3.48283 -1.12180 -0.26327 -0.1 0.1 -0.3
C -1.45611 -4.17061 1.55540 0.1 0.0 0.0
C 1.36530 -2.82241 -2.74240 0.0 0.1 0.0
C -0.18736 -3.20145 -0.36973 0.0 -0.1 0.1
C 0.87960 1.89585 -5.07912 0.0 0.0 0.0
C 2.03189 -4.61002 -4.20637 0.0 0.0 0.0
C 1.83183 -4.12468 -2.92652 0.0 0.0 0.0
C -2.63046 -4.25944 0.66419 0.0 0.1 0.0
C 0.86945 6.50386 -0.86150 0.0 0.0 0.0
C -3.24096 1.99249 0.48876 -0.1 0.0 0.0
H 0.73078 -1.00568 -3.69915 0.0 0.0 0.0
H -5.29044 -0.01606 3.03232 0.0 0.0 0.0
H -3.90322 -0.23955 1.96052 0.0 0.0 0.0
H 3.70715 3.03863 -1.18127 0.0 0.1 0.1
H 1.09356 -1.87945 -5.98291 0.0 0.0 0.0
H 0.57945 -3.38812 1.62619 0.0 0.1 0.0
H -3.39968 -4.02991 -1.30219 0.0 0.0 0.0
H -5.80715 3.93873 1.44368 0.0 0.0 0.0
H 0.03515 -2.63610 6.19576 0.0 0.0 0.0
H 2.81813 0.96949 -5.05388 0.0 0.0 0.0
H 1.67369 4.94937 -2.09097 0.0 0.0 0.0
H 2.40565 -2.57146 0.89951 0.0 -0.1 0.1
H -2.56340 1.02360 7.97845 0.0 0.0 0.0
H -4.73577 0.53610 5.18929 0.0 0.0 0.0
H -0.72472 -3.77619 5.08485 0.0 0.0 0.0
H -1.40248 -1.20713 7.20460 0.0 0.0 0.0
H -1.14927 -5.21476 1.76464 -0.1 0.0 -0.1
H -0.70099 3.17411 -2.37918 0.0 0.0 0.0
H -6.83159 2.87863 -0.51690 0.0 0.0 0.0
H -1.02224 2.84744 -4.78715 0.0 0.0 0.0
H -4.21320 1.26446 7.39176 0.0 0.0 0.0
H -0.50532 6.06418 2.20171 0.0 0.0 0.0
H 5.90632 1.03958 -0.79398 0.0 0.0 0.0
H -3.47111 3.36849 2.11525 0.0 0.0 0.0
H 3.12713 1.23882 -2.63956 0.0 0.0 0.0
H -4.83607 -1.62760 2.48295 0.0 0.0 0.0
H -3.55343 -4.61390 1.10713 0.0 0.0 0.0
H 2.39478 -5.61864 -4.35085 0.0 0.0 0.0
H -1.33095 -3.09061 -2.18567 0.0 0.0 0.0
H 0.74341 1.77000 -6.14546 0.0 0.0 0.0
H 2.03835 -4.75958 -2.07253 0.0 0.0 0.0
H -0.00627 7.84562 0.56407 0.0 0.0 0.0
H 3.52215 3.04824 0.57315 -0.1 0.0 0.0
H 3.22003 -3.25943 -0.50316 0.0 0.0 -0.1
H 1.09317 7.28272 -1.57797 0.0 0.0 0.0
H 5.56704 -1.64849 -0.73160 0.0 0.0 0.0
H 1.93342 -4.18072 -6.30478 0.0 0.0 0.0
H 0.07201 3.72015 1.69550 0.0 0.1 0.0
H -5.56586 1.22126 -1.87146 0.0 0.0 0.0
H 0.26634 -2.45661 4.46158 0.0 0.0 0.0
H -3.81074 -0.15640 8.35595 0.0 0.0 0.0
```
Positions in Å, forces in eV/Å.



A 2-piece molecular cluster, C3H3NO overall in a non-equilibrium geometry, computed with ωB97M-V with the def2-TZVPD basis set.

Values from the calculation:
- structure (SMILES) = C#CO.C#N
- Kohn-Sham gap (eV) = 10.03
- electronic energy (eV) = -6693.243
- ΔE to the lowest compared entry with this formula, charge and spin (kJ/mol) = 313.5

Geometry as XYZ:
```
8
Properties=species:S:1:pos:R:3:forces:R:3
O -1.74737 -0.84459 -1.67843 3.4 -2.1 0.1
N 1.87078 -0.81162 0.48891 -1.2 -1.0 -2.1
C 2.42205 -0.38097 1.37136 2.2 2.0 4.1
C -1.51640 1.19440 -0.25760 0.3 -2.1 -1.4
C -1.40719 0.17936 -0.93989 -1.6 3.1 2.0
H 2.93256 0.07047 2.29575 -1.1 -1.0 -2.1
H -0.90398 -1.45911 -1.64447 -2.5 1.3 -0.4
H -1.65045 2.05206 0.36438 0.3 -0.2 -0.1
```
Positions in Å, forces in eV/Å.



A 2-piece molecular cluster, C4H6N2O overall, computed with ωB97M-V with the def2-TZVPD basis set.

Values from the calculation:
- Kohn-Sham gap (spin up / spin down) (eV) = 6.45 / 6.41
- electronic energy (eV) = -9266.342
- ΔE to the lowest compared entry with this formula, charge and spin (kJ/mol) = 690.8

Geometry as XYZ:
```
13
Properties=species:S:1:pos:R:3:forces:R:3
O -1.74252 -0.21188 0.81733 -0.3 0.0 0.1
N -1.44439 0.75310 0.01444 0.1 -0.2 -0.1
N 0.85332 0.12221 1.59518 0.1 0.1 0.3
C -0.60089 0.17016 -0.91789 0.3 0.0 0.1
C -0.97770 -1.40422 0.66098 -0.5 -0.3 -0.8
C 0.19925 0.97228 -1.64630 0.1 0.0 0.2
C -0.39208 -1.21510 -0.56323 0.0 -0.2 0.0
H 0.56980 0.61274 2.42474 0.2 0.3 0.2
H 0.23225 2.03202 -1.41111 -0.1 -0.1 -0.3
H 0.36010 -1.84164 -1.02369 -0.2 0.0 0.1
H 1.14273 -0.81093 1.84720 0.1 0.1 -0.1
H 0.92579 0.56023 -2.34334 -0.2 0.1 0.1
H 1.55905 0.61540 1.08228 0.5 0.2 0.2
```
Positions in Å, forces in eV/Å.